Entry 1:
The following is a DFT calculation (wB97M-V/def2-TZVPD) of a 14-piece molecular cluster, C5H38N2O14 overall at a distorted geometry.

CARTESIAN COORDINATES (ANGSTROEM)
O: -4.1459 1.8114 -0.7570
H: -1.2038 -1.5512 -3.0575
H: 2.7345 2.2453 0.3112
H: 0.3362 -2.7245 -3.1888
H: -0.8334 2.0727 -0.9768
H: -3.4339 0.4040 1.7878
H: -4.2743 0.2411 0.6323
C: 0.0786 0.5188 0.0264
O: -2.5689 -1.3556 3.6906
O: -3.9896 -0.3068 1.3905
H: 2.6107 -2.9063 2.0493
H: 1.1180 -0.4854 -2.0875
H: 1.6512 -4.0263 2.7001
O: 3.4163 0.5904 -2.3835
H: -3.5275 -1.4277 3.7612
C: -0.9896 0.7282 1.1255
H: -1.3608 0.0149 3.1165
H: 0.6660 1.0109 3.1846
H: 0.7523 2.6126 -0.2257
H: -1.3473 -0.2735 -1.1263
H: -3.5926 -0.9570 -1.3340
H: 4.4861 -1.9529 1.6178
H: 2.8744 -1.7076 0.2376
O: 3.4377 4.1881 -0.8395
H: -3.3659 -2.0839 1.1315
N: -0.4500 -0.6182 -0.7430
H: -1.0472 2.6377 -4.0215
O: 2.8266 1.4486 0.8333
O: 4.3450 -2.9026 1.4982
O: -2.7498 -2.6889 0.6959
H: 1.0487 2.4702 3.0834
C: 0.2128 1.8281 -0.7534
H: 2.5135 4.2718 -0.5929
O: 1.7094 -3.1564 2.3101
H: -4.2447 2.4339 -1.4843
H: 4.2003 -3.0044 0.5510
C: -0.3949 -2.1683 -2.6228
O: -1.9360 2.4859 -3.6792
H: 3.0047 1.5559 1.7714
H: 3.6927 -0.0411 -1.6945
N: -0.7450 0.0403 2.3013
H: 1.0905 -1.9403 -1.1374
O: 3.3324 -0.9468 -0.1118
H: -2.0255 -2.1726 0.3175
H: -3.2911 0.5909 -1.6333
H: -2.3637 -2.0432 3.0412
H: -0.9838 -2.6866 -1.8648
H: 3.4329 4.0149 -1.7874
C: 0.4648 -1.2505 -1.6785
O: -2.9652 -0.3350 -1.7157
H: 3.0364 -0.0847 0.2407
H: 0.9800 0.1842 0.5159
O: 1.4326 1.6081 3.2676
H: -0.3458 -0.8839 2.2001
H: 3.0435 0.0768 -3.1009
O: -1.9737 1.4517 0.9961
H: -1.9238 1.5139 -3.7584
H: 0.8137 1.6562 -1.6679
H: -3.2689 1.9749 -0.3619

Values from the calculation:
* highest occupied orbital energy: -8.9 eV
* LUMO: 0.0830 eV
* orbital gap: 0.32982 hartree



Entry 2:
The following is a DFT calculation (wB97M-V/def2-TZVPD) of a 15-piece molecular cluster, C5H39NO15 overall at a distorted geometry.

CARTESIAN COORDINATES (ANGSTROEM)
O: -1.0186 -0.1844 3.5986
H: -0.0832 1.3092 1.9031
H: 3.3608 1.2311 2.4315
C: 0.4221 1.6364 -2.7268
H: -1.7475 2.5572 3.3649
H: 0.9104 2.6590 -1.0437
O: -3.0293 -2.2056 1.3383
O: -1.1625 3.1646 2.9132
H: -3.6876 -2.8284 1.6412
O: -0.5867 -2.8751 3.2975
O: 0.8601 2.4941 -3.4787
N: 0.3115 1.9194 -1.3840
O: -3.5200 1.7147 -1.0465
H: 2.4884 -2.6052 -3.7060
O: -1.5075 -4.4538 0.8517
H: -4.2629 1.8768 -1.6522
H: 2.9995 0.8315 -1.3655
H: 4.1541 -2.8366 -0.7003
O: 1.6055 -2.5610 -3.3117
H: -2.9686 3.8696 0.1324
H: -1.8732 3.2523 -0.6083
O: -2.0036 3.9075 0.0840
H: -0.0837 0.3914 -4.4788
H: 4.4807 0.6532 -1.7148
O: 2.5291 4.2565 -0.0725
O: -3.6283 -0.9442 -0.9693
H: -3.1316 -1.4992 -0.3370
O: -0.8170 -2.1807 -1.1883
H: 0.5626 -0.4646 -3.2256
H: -0.2313 -3.6882 3.6341
H: -1.1774 1.5748 -0.0274
H: -0.5974 -1.5271 -0.5420
C: -0.1101 0.3856 -3.3866
H: -0.5399 0.1022 4.3913
O: 3.4050 -2.5021 -1.2017
H: 1.7623 -0.6745 1.9920
H: 3.4763 -1.5602 -0.9324
H: -3.6791 0.7422 -0.8740
H: -0.4677 0.0636 -0.7581
C: 0.4633 0.8996 1.0633
H: 1.0587 -1.1569 0.4585
H: -1.1353 0.1226 -3.1618
H: -1.6145 -3.8908 0.0728
H: -0.0126 -2.5040 -1.6202
H: -3.0564 -0.9057 -1.7422
H: 3.0870 3.5780 0.2862
H: 0.0172 -1.0579 1.7223
H: -3.1498 -1.4700 1.9444
H: -0.6792 -4.9146 0.9363
H: 1.4665 1.3540 1.0270
H: -0.9881 -1.1564 3.5751
H: 2.0983 -2.4785 -2.4584
H: 3.4422 1.4711 0.8531
H: 1.6603 4.5079 0.2768
H: -1.3128 3.0587 1.9529
C: 0.8949 -0.5384 1.3443
C: -0.2604 1.0506 -0.3293
H: -0.9276 -2.9907 2.3994
O: 3.7770 0.2922 -1.1644
O: 3.7577 1.7272 1.7224

Values from the calculation:
* highest occupied orbital energy: -9.4 eV
* LUMO: -0.1314 eV
* orbital gap: 0.34045 hartree



Entry 3:
The following is a DFT calculation (wB97M-V/def2-TZVPD) of C5H3CaO6 as an isolated structure at a distorted geometry.

CARTESIAN COORDINATES (ANGSTROEM)
O: -0.5236 3.3954 -2.7934
Ca: 1.0754 -2.0842 0.0843
O: -1.9168 -1.8872 -0.1212
H: 0.4463 -2.1310 3.0832
O: 0.0968 -2.1006 2.1905
C: -1.1367 -0.8671 -0.6035
O: 2.5084 1.0643 0.0777
C: -0.0404 2.8331 -2.0029
C: 1.4645 0.5865 0.2174
C: -0.9545 0.5913 -0.8041
O: -0.2422 1.9566 1.0042
H: -0.9099 -2.0147 2.3636
C: 0.0440 1.1456 0.2988
H: 1.5496 -1.7413 -1.3773
O: -1.4609 1.2533 -1.6172

Values from the calculation:
* net charge: +1
* highest occupied orbital energy (alpha / beta): -12.5 / -12.2 eV
* LUMO (alpha / beta): -7.2965 / -7.3448 eV
* orbital gap (alpha / beta): 0.19249 / 0.17725 hartree



Looking at DFT total energy for the records above, in order, we have -37447.622; -38020.462; -35940.508 eV.